Entry 1:
A molecular structure, C24H60In2N4Na2O16P2 at a distorted geometry, computed with ωB97M-V/def2-TZVPD.

Cartesian coordinates (Å):
1 In 3.004 4.788 -6.974
2 In -0.113 7.611 -4.856
3 Na 0.638 1.517 -6.315
4 Na 1.424 2.773 -3.702
5 P 2.595 8.030 -6.600
6 O 3.915 7.780 -7.417
7 O 1.462 7.344 -7.349
8 O 1.896 9.288 -6.035
9 O 2.748 7.119 -5.359
10 P -0.315 4.158 -5.627
11 O -1.537 5.185 -5.606
12 O 0.339 3.885 -6.915
13 O -0.489 2.821 -4.796
14 O 0.871 4.893 -4.893
15 C -2.436 7.309 -8.080
16 O -2.009 8.368 -7.193
17 C -1.393 9.384 -7.896
18 C -1.263 10.678 -7.155
19 N -0.516 10.599 -5.871
20 C -0.461 11.930 -5.183
21 C 0.022 13.142 -5.944
22 O -0.920 13.601 -6.858
23 C -0.443 14.693 -7.530
24 H -3.191 7.696 -8.764
25 H -2.806 6.439 -7.538
26 H -1.718 7.116 -8.877
27 H -2.016 9.683 -8.740
28 H -0.492 9.120 -8.449
29 H -2.238 11.080 -6.879
30 H -0.827 11.414 -7.830
31 H 0.432 10.343 -6.108
32 H 0.003 11.893 -4.197
33 H -1.425 12.176 -4.736
34 H 1.024 13.008 -6.351
35 H 0.246 13.788 -5.095
36 H -1.101 15.049 -8.322
37 H 0.539 14.586 -7.991
38 H -0.228 15.477 -6.804
39 C -4.597 0.490 -7.572
40 O -3.303 0.851 -7.126
41 C -3.132 2.189 -6.599
42 C -3.799 2.418 -5.183
43 N -2.973 1.941 -4.116
44 C -2.675 0.475 -4.099
45 C -2.483 -0.108 -2.603
46 O -2.062 -1.482 -2.635
47 C -2.393 -2.214 -1.481
48 H -4.944 1.095 -8.410
49 H -5.288 0.573 -6.733
50 H -4.488 -0.561 -7.842
51 H -3.522 2.804 -7.410
52 H -2.099 2.493 -6.428
53 H -4.667 1.764 -5.272
54 H -4.055 3.461 -4.995
55 H -2.059 2.278 -4.382
56 H -1.828 0.364 -4.776
57 H -3.532 -0.083 -4.475
58 H -3.396 -0.009 -2.016
59 H -1.808 0.595 -2.114
60 H -1.789 -3.101 -1.289
61 H -3.418 -2.567 -1.587
62 H -2.321 -1.548 -0.621
63 C -1.620 6.776 1.032
64 O -0.978 6.283 -0.115
65 C -1.688 5.108 -0.504
66 C -1.503 4.896 -2.069
67 N -1.945 5.952 -2.914
68 C -3.288 6.393 -2.746
69 C -3.272 7.907 -2.692
70 O -2.723 8.465 -3.871
71 C -3.670 9.194 -4.745
72 H -2.703 6.872 0.948
73 H -1.380 7.816 1.250
74 H -1.359 6.229 1.938
75 H -2.748 5.175 -0.259
76 H -1.272 4.223 -0.024
77 H -1.948 3.963 -2.415
78 H -0.421 4.762 -2.068
79 H -1.973 5.658 -3.879
80 H -3.722 5.995 -1.829
81 H -3.909 6.155 -3.610
82 H -2.722 8.241 -1.812
83 H -4.213 8.398 -2.444
84 H -4.554 8.728 -5.179
85 H -3.165 9.782 -5.512
86 H -4.072 10.040 -4.187
87 C 2.873 1.900 -10.241
88 O 2.058 2.892 -9.984
89 C 1.629 3.756 -10.946
90 C 0.966 4.860 -10.267
91 N 1.834 5.908 -9.625
92 C 2.556 6.860 -10.530
93 C 3.818 6.235 -11.236
94 O 4.837 7.092 -11.719
95 C 6.066 6.848 -11.024
96 H 2.534 1.150 -10.956
97 H 2.955 1.173 -9.433
98 H 3.902 2.208 -10.428
99 H 0.906 3.362 -11.660
100 H 2.422 3.969 -11.663
101 H 0.257 4.468 -9.538
102 H 0.374 5.420 -10.991
103 H 1.238 6.465 -9.030
104 H 3.031 7.638 -9.932
105 H 1.888 7.414 -11.189
106 H 3.445 5.932 -12.214
107 H 4.082 5.359 -10.643
108 H 6.811 7.558 -11.381
109 H 6.430 5.868 -11.331
110 H 5.960 6.863 -9.939

Forces on atoms 1 to 3 (eV/Å):
-1.02 1.14 0.51
-0.07 -0.58 -1.62
-0.40 0.27 -0.80

Summary:
HOMO-LUMO gap (spin up / spin down): 0.1458 / 0.1429 Eh
Highest occupied orbital energy (spin up / spin down): -0.554 / -0.554 Ha
2S+1: 2
Energy: -102306.5482 eV
Charge: +3
Expectation value of S²: 1.835

Results of the Mulliken charge analysis, in e, for atoms 1 through 5: 1.03, 1.20, 0.94, 0.96, -0.31

=====

Entry 2:
2 unconnected molecules or ions with the total composition C12H17N at a distorted geometry, computed with ωB97M-V/def2-TZVPD.

Cartesian coordinates (Å):
1 C 3.246 -2.617 2.424
2 C 1.088 -0.845 -0.090
3 C 2.239 -0.985 0.720
4 C 2.131 -2.167 1.550
5 C 0.863 -2.598 1.327
6 C 2.153 1.016 -1.190
7 C 1.069 0.144 -1.089
8 C 3.356 0.734 -0.535
9 C 3.379 -0.231 0.456
10 N 0.302 -1.975 0.223
11 H 2.019 1.895 -1.800
12 H 0.131 0.271 -1.577
13 H 4.266 1.273 -0.796
14 H 4.323 -0.389 0.971
15 H -0.698 -1.892 0.094
16 H 0.412 -3.471 1.787
17 H 4.197 -2.124 2.286
18 H 3.499 -3.646 2.178
19 H 2.904 -2.734 3.458
20 C -3.235 1.567 -0.697
21 C -4.408 0.776 -1.256
22 C -3.407 3.105 -0.824
23 H -3.114 1.274 0.347
24 H -2.354 1.352 -1.303
25 H -4.155 -0.269 -1.360
26 H -4.151 3.410 -0.114
27 H -2.434 3.501 -0.469
28 H -3.503 3.456 -1.842
29 H -5.315 0.947 -0.693
30 H -4.802 1.220 -2.187

Forces on atoms 1 to 3 (eV/Å):
-0.73 -1.79 0.36
1.59 -0.99 0.36
0.67 -0.47 -0.55

Summary:
HOMO-LUMO gap: 0.3169 Eh
Highest occupied orbital energy: -0.287 Ha
SMILES: Cc1c[nH]c2ccccc12.CCC
Energy: -14209.2046 eV
Energy relative to the best compared isomer or geometry (same formula, charge and spin): 26.1 kcal/mol

Results of the natural (NBO) charge analysis, in e, for atoms 1 through 5: -0.64, 0.11, -0.02, -0.10, -0.03

=====

Entry 3:
A molecular structure, C24H27IN2O2V at a distorted geometry, computed with ωB97M-V/def2-TZVPD.

Cartesian coordinates (Å):
1 V -0.723 -0.264 0.549
2 C -0.200 -1.260 2.472
3 C -1.316 -0.385 2.662
4 C -0.897 0.935 2.382
5 C 0.451 0.880 1.923
6 C 0.887 -0.487 2.010
7 C 2.304 -0.942 1.868
8 C 1.299 2.075 1.633
9 C -1.669 2.196 2.579
10 C -2.660 -0.770 3.186
11 C -0.158 -2.708 2.838
12 H 2.366 -1.972 1.518
13 H 2.798 -0.887 2.841
14 H 2.849 -0.303 1.174
15 H 0.772 2.783 0.990
16 H 2.232 1.794 1.147
17 H 1.539 2.595 2.563
18 H -1.563 2.865 1.724
19 H -1.280 2.722 3.454
20 H -2.725 1.992 2.738
21 H -3.455 -0.311 2.592
22 H -2.762 -0.424 4.217
23 H -2.800 -1.850 3.176
24 H 0.625 -3.238 2.295
25 H -1.111 -3.201 2.644
26 H 0.051 -2.802 3.906
27 C -3.027 3.285 -0.801
28 C -1.826 2.897 -1.599
29 N -1.432 3.692 -2.565
30 C -0.416 3.343 -3.346
31 C 0.333 2.196 -3.181
32 C 1.456 1.867 -4.136
33 O 1.388 0.554 -4.650
34 C 0.010 1.341 -2.099
35 C 0.689 0.108 -1.890
36 N 0.379 -0.736 -0.942
37 C 0.892 -2.035 -0.987
38 C 2.230 -2.324 -1.266
39 C 2.668 -3.635 -1.340
40 C 1.785 -4.684 -1.143
41 C 0.451 -4.424 -0.868
42 C 0.023 -3.112 -0.784
43 I -2.040 -2.681 -0.400
44 C -1.134 1.685 -1.307
45 O -1.521 0.864 -0.397
46 H -3.831 3.560 -1.482
47 H -2.818 4.158 -0.184
48 H -3.348 2.462 -0.164
49 H -0.200 4.033 -4.149
50 H 2.413 1.924 -3.606
51 H 1.470 2.605 -4.946
52 H 0.637 0.486 -5.251
53 H 1.418 -0.180 -2.647
54 H 2.923 -1.509 -1.422
55 H 3.703 -3.834 -1.566
56 H 2.126 -5.704 -1.225
57 H -0.252 -5.233 -0.738

Forces on atoms 1 to 3 (eV/Å):
0.34 -3.44 2.80
0.19 0.04 0.30
0.05 0.21 0.58

Summary:
HOMO-LUMO gap (spin up / spin down): 0.2615 / 0.2804 Eh
Highest occupied orbital energy (spin up / spin down): -0.401 / -0.429 Ha
2S+1: 3
Energy: -66185.0082 eV
Charge: +1
Energy relative to the best compared isomer or geometry (same formula, charge and spin): 7.6 kcal/mol
Expectation value of S²: 2.025

Results of the natural (NBO) charge analysis, in e, for atoms 1 through 5: 1.28, -0.12, -0.12, -0.08, -0.15

=====

Entry 4:
A molecular structure, C3H22N2O8S at a distorted geometry, computed with ωB97M-V/def2-TZVPD.

Cartesian coordinates (Å):
1 N 0.491 1.421 1.177
2 C 1.102 0.584 0.097
3 C 0.639 -0.833 0.335
4 S 0.635 -1.939 -1.084
5 C 0.619 1.187 -1.206
6 N 1.477 1.172 -2.287
7 O -0.540 1.497 -1.323
8 H 0.725 2.401 1.054
9 H 0.732 -1.384 -2.294
10 H -0.520 1.328 1.115
11 H 2.175 0.662 0.313
12 H -0.338 -0.831 0.823
13 H 1.362 -1.406 0.946
14 H 2.474 1.006 -2.255
15 H 1.099 1.716 -3.049
16 H -3.091 -1.787 -1.067
17 H -2.634 -1.759 -2.552
18 O -3.122 -1.259 -1.879
19 H 4.443 -0.500 -1.773
20 H 4.563 0.692 -0.715
21 O 3.960 0.086 -1.181
22 H 0.842 0.674 2.869
23 H 0.959 0.786 4.295
24 O 1.001 0.083 3.630
25 H -3.114 1.171 0.023
26 H -3.916 1.392 1.254
27 O -3.192 0.841 0.932
28 H -2.263 1.879 -0.894
29 H -3.623 1.607 -1.385
30 O -3.196 2.089 -0.678
31 H -3.147 -0.850 0.791
32 H -2.493 -2.119 1.097
33 O -3.329 -1.838 0.703
34 H 3.783 -0.238 2.939
35 H 3.107 -1.545 2.525
36 O 3.769 -1.180 3.147

Forces on atoms 1 to 3 (eV/Å):
0.05 -0.89 -0.23
0.08 2.19 1.85
0.86 0.08 -0.75

Summary:
HOMO-LUMO gap (spin up / spin down): 0.3292 / 0.1449 Eh
Highest occupied orbital energy (spin up / spin down): -0.479 / -0.479 Ha
2S+1: 2
Energy: -33652.8324 eV
Charge: +1
Expectation value of S²: 0.753

Results of the natural (NBO) charge analysis, in e, for atoms 1 through 5: -0.83, -0.19, -0.56, 0.67, 0.67